No. 1
Formula: C38H33CoN4O6S
Source: the Open Molecules 2025 dataset
Level of theory: ωB97M-V with the def2-TZVPD basis set

Its spin multiplicity is 2. As for the charge: -1. For the HOMO energy (spin up / spin down), the calculation gives -4.208 / -4.182 eV. The largest force on an atom comes out at 0.85 eV/Å. The expectation value of S² is 1.052. The value obtained for the energy relative to the best compared isomer or geometry (same formula, charge and spin) is 0.0 kJ/mol.

The geometry in XYZ format:
```
83
Properties=species:S:1:pos:R:3:forces:R:3
Co -0.164 -0.217 -0.086 -0.5 0.3 0.2
O -3.553 1.809 -0.260 -0.1 0.1 -0.1
C -2.415 1.821 0.216 -0.1 -0.2 0.1
O -1.404 1.261 -0.332 -0.2 0.6 0.2
C -2.216 2.596 1.533 0.1 -0.3 -0.4
C -0.995 3.520 1.450 -0.2 0.2 0.2
C -1.068 4.560 2.584 0.0 0.0 -0.1
C -0.679 3.693 3.808 0.0 0.0 0.0
C -0.485 2.316 3.143 -0.1 0.2 0.2
O 0.068 2.683 1.884 0.8 -0.2 -0.1
C -1.841 1.715 2.770 0.3 -0.4 -0.1
C -1.764 0.176 2.513 -0.2 0.2 0.1
O -2.720 -0.474 2.950 0.0 -0.1 0.1
O -0.750 -0.318 1.913 0.2 0.1 -0.2
H -3.131 3.159 1.704 0.0 -0.1 0.0
H -0.786 3.920 0.460 0.1 -0.1 0.0
H -0.351 5.361 2.404 0.0 0.0 0.1
H -2.062 4.998 2.677 0.0 0.0 0.0
H 0.262 4.031 4.250 0.0 0.0 0.0
H -1.440 3.679 4.588 0.0 0.0 0.0
H 0.174 1.636 3.679 0.1 0.0 -0.1
H -2.565 1.841 3.574 0.0 0.0 0.0
N -0.712 -2.515 -2.283 0.4 0.1 0.1
C -1.940 -2.032 -1.829 -0.5 0.1 0.2
C -3.078 -2.247 -2.610 0.2 -0.1 -0.1
C -4.309 -1.914 -2.082 0.0 0.0 0.1
C -4.372 -1.378 -0.805 0.0 -0.1 -0.1
C -3.186 -1.136 -0.136 -0.2 0.0 0.0
N -1.991 -1.434 -0.647 -0.1 -0.2 -0.3
C 0.441 -2.717 -1.556 -0.6 0.1 0.2
C 1.453 -3.505 -2.114 0.3 -0.3 0.0
C 2.536 -3.856 -1.337 -0.4 0.2 0.0
C 2.564 -3.433 -0.009 0.2 -0.3 0.1
C 1.551 -2.613 0.437 -0.2 0.1 0.1
N 0.537 -2.193 -0.327 0.7 -0.3 -0.2
H -0.723 -2.921 -3.200 0.0 0.0 -0.1
H -2.978 -2.693 -3.594 -0.1 0.0 0.0
H -5.213 -2.090 -2.653 0.0 0.0 0.0
H -5.312 -1.120 -0.339 0.0 0.0 0.0
H -3.187 -0.695 0.852 0.0 -0.1 -0.1
H 1.353 -3.860 -3.132 0.0 0.0 0.0
H 3.327 -4.471 -1.744 0.0 0.0 0.0
H 3.359 -3.741 0.656 0.0 0.1 0.0
H 1.512 -2.249 1.454 0.0 0.1 -0.1
C 0.648 0.261 -2.002 -0.4 -0.5 0.6
C 0.770 1.694 -2.099 0.2 0.3 -0.1
C -0.295 2.492 -2.576 0.0 -0.1 0.0
C -0.206 3.862 -2.624 0.1 0.2 0.0
C 0.963 4.521 -2.204 -0.1 -0.6 0.1
C 2.037 3.748 -1.750 0.0 0.3 0.0
C 1.941 2.376 -1.710 -0.1 -0.2 -0.1
C 1.042 5.937 -2.242 0.1 0.4 0.0
N 1.106 7.089 -2.278 0.0 -0.1 0.0
H 1.602 -0.270 -2.029 0.1 0.1 -0.1
H -0.079 -0.153 -2.697 0.1 0.1 -0.1
H -1.213 2.004 -2.876 0.0 0.0 0.0
H -1.038 4.456 -2.981 0.0 0.0 0.0
H 2.947 4.243 -1.430 0.0 0.0 0.0
H 2.792 1.789 -1.382 0.1 0.0 0.0
O 1.955 0.138 0.657 0.0 -0.1 0.1
S 2.794 1.185 1.289 0.6 -0.3 0.4
C 4.482 0.762 0.732 0.0 0.3 -0.1
C 4.688 -0.365 -0.042 -0.3 0.0 0.0
C 5.974 -0.683 -0.454 0.1 0.1 0.0
C 7.040 0.131 -0.099 0.0 0.0 0.0
C 6.820 1.277 0.656 0.0 0.0 0.0
C 5.537 1.599 1.068 -0.1 0.0 0.0
C 3.179 0.615 2.979 -0.2 0.2 0.0
C 3.493 1.545 3.957 -0.1 0.2 -0.2
C 3.836 1.113 5.230 0.1 -0.1 0.1
C 3.852 -0.243 5.522 0.0 0.0 0.0
C 3.507 -1.167 4.544 0.0 0.0 0.0
C 3.175 -0.738 3.270 -0.1 -0.1 -0.1
H 3.831 -0.968 -0.325 0.0 0.0 0.0
H 6.146 -1.562 -1.063 0.0 0.0 0.0
H 8.042 -0.111 -0.429 0.0 0.0 0.0
H 7.649 1.925 0.913 0.0 0.0 0.0
H 5.349 2.496 1.646 0.1 0.0 0.0
H 3.455 2.604 3.725 0.0 0.0 0.0
H 4.089 1.834 5.997 0.0 0.0 0.0
H 4.126 -0.580 6.514 0.0 0.0 0.0
H 3.501 -2.224 4.776 0.0 0.0 0.0
H 2.907 -1.438 2.491 0.1 0.0 0.1
```
Positions in Å, forces in eV/Å.

***

No. 2
Formula: C23H28N2O4
Source: the Open Molecules 2025 dataset
Level of theory: ωB97M-V with the def2-TZVPD basis set

Its spin multiplicity is 1. Its SMILES is Cc1ccc(C[C@@H](NC(=O)c2ccccc2)C(=O)N[C@H](CC(C)C)C(=O)O)cc1. For the HOMO energy, the calculation gives -8.911 eV. The largest force on an atom comes out at 0.69 eV/Å. The value obtained for the energy relative to the best compared isomer or geometry (same formula, charge and spin) is 12.6 kJ/mol.

The geometry in XYZ format:
```
57
Properties=species:S:1:pos:R:3:forces:R:3
C -4.615 -3.882 0.108 0.0 -0.1 0.0
C -3.283 -3.255 -0.174 0.0 0.1 0.0
C -2.152 -3.644 0.535 -0.1 0.0 0.0
C -0.918 -3.084 0.264 0.0 0.1 -0.1
C -0.782 -2.112 -0.723 0.0 -0.2 -0.2
C 0.554 -1.482 -0.979 0.0 0.0 0.2
C 0.965 -0.513 0.159 0.2 -0.2 -0.2
N 2.315 -0.052 -0.029 -0.2 0.3 -0.1
C 3.380 -0.727 0.460 -0.2 0.1 -0.2
O 3.257 -1.785 1.051 0.0 -0.2 0.2
C 4.704 -0.084 0.227 0.4 0.0 0.0
C 4.961 0.747 -0.860 -0.1 -0.1 0.1
C 6.218 1.299 -1.027 0.1 0.1 -0.1
C 7.226 1.032 -0.115 0.0 0.0 0.0
C 6.980 0.197 0.962 0.0 0.0 0.0
C 5.728 -0.364 1.128 -0.2 0.0 0.0
C 0.051 0.704 0.143 0.3 -0.4 0.4
O 0.407 1.772 -0.320 0.2 0.2 -0.1
N -1.169 0.506 0.670 -0.4 0.1 0.1
C -2.202 1.527 0.569 0.2 0.1 0.0
C -3.572 0.851 0.670 -0.1 0.2 0.0
C -4.766 1.772 0.961 0.1 0.0 0.0
C -4.638 2.466 2.316 -0.1 -0.2 -0.2
C -5.001 2.797 -0.144 -0.1 -0.2 0.1
C -2.019 2.222 -0.783 -0.2 -0.1 -0.2
O -2.073 1.652 -1.839 -0.1 -0.1 -0.1
O -1.853 3.535 -0.659 0.1 0.7 0.2
C -1.910 -1.722 -1.435 0.1 -0.1 0.0
C -3.142 -2.291 -1.164 0.0 -0.1 0.0
H -4.715 -4.811 -0.454 -0.1 -0.1 0.0
H -5.426 -3.220 -0.187 -0.1 0.0 0.0
H -4.716 -4.119 1.165 -0.1 0.0 0.1
H -2.240 -4.399 1.304 0.0 -0.1 0.1
H -0.047 -3.404 0.817 0.1 0.0 0.1
H 0.543 -0.930 -1.920 0.1 0.0 0.0
H 1.327 -2.252 -1.030 0.0 0.1 0.0
H 0.906 -1.043 1.118 0.0 0.1 -0.1
H 2.394 0.878 -0.419 0.1 0.0 0.1
H 4.192 0.946 -1.593 -0.1 0.0 -0.1
H 6.414 1.939 -1.875 0.0 0.0 -0.1
H 8.204 1.470 -0.248 0.1 0.0 0.0
H 7.766 -0.020 1.670 0.1 0.0 0.1
H 5.518 -1.027 1.954 0.0 -0.1 0.1
H -1.452 -0.428 0.925 0.0 0.0 0.0
H -2.055 2.271 1.359 0.0 -0.1 -0.1
H -3.748 0.317 -0.267 0.1 -0.1 0.1
H -3.516 0.110 1.471 0.0 -0.1 0.0
H -5.643 1.114 1.003 0.1 0.0 0.0
H -4.436 1.744 3.104 0.0 0.0 0.2
H -5.563 2.984 2.556 -0.1 0.1 0.1
H -3.838 3.202 2.303 0.1 0.1 0.0
H -4.991 2.320 -1.121 0.0 0.0 -0.2
H -4.236 3.568 -0.122 0.0 0.1 0.0
H -5.967 3.278 -0.008 -0.1 0.1 0.0
H -1.667 3.936 -1.522 -0.1 -0.3 0.0
H -1.827 -0.958 -2.193 0.0 0.1 -0.1
H -4.008 -1.982 -1.732 -0.1 0.1 0.0
```
Positions in Å, forces in eV/Å.